Entry from the Open Molecules 2025 dataset: the molecule C16H29N3O2 (ωB97M-V/def2-TZVPD).

```
! wB97M-V def2-TZVPD RIJCOSX def2/J DEFGRID3
* xyz 0 1
C 2.3673 5.4260 -3.9686
C 1.5994 4.0477 -3.9547
C 0.5900 3.8247 -2.7513
C 1.0837 4.1933 -1.3710
C 1.9883 3.2280 -0.5606
C 1.4692 1.7738 -0.5664
O 2.2351 0.8319 -0.7340
N 0.0722 1.5602 -0.7636
N -0.6260 0.4260 -1.0292
C -0.3877 -0.8634 -0.6449
C 0.6678 -1.4201 0.3647
C -0.2969 -2.2482 1.3025
C 0.1105 -3.5738 1.9047
C -1.0682 -4.1682 2.6902
N -1.4986 -3.1991 3.7720
C -2.4426 -3.6465 4.8968
C -1.9080 -1.9344 3.2200
C -0.7359 -1.2848 2.4839
O -1.2289 -2.7116 0.3729
C -1.3725 -1.9280 -0.7807
C -0.9554 -2.7181 -2.0524
H 2.9078 5.6774 -4.8875
H 1.5770 6.1943 -3.8019
H 3.0054 5.4442 -3.1154
H 1.0578 3.9842 -4.8639
H 2.2805 3.2086 -4.0522
H 0.1658 2.7740 -2.9341
H -0.3336 4.4479 -2.8923
H 0.3030 4.4579 -0.7081
H 1.6994 5.1360 -1.3921
H 2.0855 3.7092 0.4049
H 3.0682 3.1209 -0.8945
H -0.3829 2.4848 -0.8996
H 1.3337 -2.0697 -0.2690
H 1.2512 -0.6501 0.8962
H 0.5084 -4.2057 1.0515
H 0.9708 -3.3045 2.5825
H -1.9568 -4.5021 2.1747
H -0.7215 -5.0964 3.1288
H -3.4651 -3.4010 4.6617
H -2.0546 -3.2331 5.7608
H -2.3493 -4.7151 4.9272
H -2.3662 -1.2112 3.8549
H -2.5694 -2.2089 2.4070
H 0.1296 -1.0491 3.0257
H -0.9443 -0.3030 2.0038
H -2.3962 -1.5243 -0.8486
H -0.6956 -2.0644 -2.9681
H -1.7194 -3.3690 -2.3902
H -0.0519 -3.3475 -1.7925
*
```

The calculation puts the LUMO energy at 0.81 eV. As for the gap between HOMO and LUMO: 8.744 eV. As for the structure (SMILES): CCCCCC(=O)N/N=C1\CC2(CCN(C)CC2)O[C@@H]1C. The relative energy (zero: lowest compared OMol25 entry of this formula, charge and spin) is 593.99 kJ/mol.

Entry from the Open Molecules 2025 dataset: C16H29NO5Pb as an isolated structure (ωB97M-V/def2-TZVPD).

```
! wB97M-V def2-TZVPD RIJCOSX def2/J DEFGRID3
* xyz 2 1
C 2.4940 -3.8422 0.6728
C 3.6264 -3.0470 1.0675
C 4.1162 -1.7473 0.2572
O 5.0986 -1.8760 -0.4995
O 3.3481 -0.5700 0.4429
C 4.0428 0.6165 -0.0022
C 3.5693 1.9549 0.8013
C 2.9595 3.0846 -0.1555
C 1.4361 2.8406 -0.6094
C 0.6739 1.6685 0.1658
C -0.8481 1.4399 -0.2924
C -1.4839 0.1484 0.4824
C -2.7879 0.6526 1.3294
N -3.9626 -0.2574 1.1601
C -4.6250 -0.4884 2.5008
C -1.8688 -0.9442 -0.6141
O -2.7857 -0.3794 -1.6098
C -3.0066 -1.3408 -2.6785
C -2.1664 -1.0573 -4.0121
O -0.5109 -0.2794 1.4748
C -0.1834 -1.6670 1.3765
O -0.6565 -2.4999 2.1744
H 1.6419 -4.0073 1.4322
H 2.3989 -4.3810 -0.3307
H 4.1699 -3.3812 2.0208
H 3.8143 0.8435 -1.1136
H 5.1819 0.5636 0.0793
H 4.5294 2.4063 1.2618
H 2.9073 1.6980 1.7100
H 3.5926 3.2164 -1.0976
H 3.0151 4.0853 0.4440
H 0.8506 3.8383 -0.3913
H 1.3587 2.7036 -1.7523
H 0.7711 1.9051 1.2994
H 1.2378 0.6927 -0.0952
H -0.8435 1.2865 -1.4267
H -1.4233 2.4110 -0.0803
H -2.5088 0.6529 2.4519
H -3.1077 1.7163 1.0592
H -4.6611 0.2968 0.6342
H -4.0825 -1.3908 2.9629
H -5.7519 -0.6931 2.3576
H -4.5719 0.4468 3.1754
H -2.4434 -1.8424 -0.1660
H -0.9678 -1.3318 -1.2289
H -2.6556 -2.3735 -2.2891
H -4.1236 -1.4893 -2.9284
H -2.7334 -0.3716 -4.7388
H -1.9870 -2.0776 -4.5248
H -1.1325 -0.6075 -3.8395
H 0.5706 -2.0253 0.5779
Pb 0.4752 4.7996 1.1041
*
```

The calculation puts the LUMO energy at -11.20 eV. As for the gap between HOMO and LUMO: 1.759 eV. The relative energy (zero: lowest compared OMol25 entry of this formula, charge and spin) is 550.14 kJ/mol.

Entry from the Open Molecules 2025 dataset: C16H30BFN2O12Pb as an isolated structure (ωB97M-V/def2-TZVPD).

```
! wB97M-V def2-TZVPD RIJCOSX def2/J DEFGRID3
* xyz 0 1
Pb -0.4626 0.8154 0.8826
O 4.9431 1.4109 0.4261
C 6.0381 1.8127 0.0731
O 6.4835 3.0695 -0.0139
B 7.8819 2.9629 -0.5616
O 8.0403 1.5055 -0.9166
C 6.9986 0.8442 -0.4915
O 6.8242 -0.3976 -0.4997
O 8.6734 3.4383 0.5356
C 9.2671 4.4941 0.0824
O 9.9447 5.2700 0.7434
C 8.9401 4.7057 -1.4210
O 8.0632 3.8331 -1.7341
O 9.4631 5.5723 -2.1261
F 0.3006 4.2234 2.5957
C 0.7382 -1.5132 -2.0911
O 0.3873 -1.7039 -0.6742
C 0.2871 -3.0173 -0.3543
C 0.2374 -3.2979 1.1644
N -0.7382 -2.4378 1.8579
C -0.8236 -2.5399 3.3048
C -1.9452 -1.7633 4.0011
O -1.7084 -0.3832 3.7833
C -2.0414 0.4735 4.8621
H 1.0317 -0.4764 -2.2557
H -0.0377 -1.7637 -2.8145
H 1.5845 -2.1578 -2.3283
H 1.1286 -3.6550 -0.6248
H -0.5977 -3.3927 -0.8684
H 1.1611 -2.9868 1.6525
H 0.0733 -4.3485 1.4038
H -1.5542 -2.6538 1.3033
H 0.1107 -2.2952 3.8101
H -0.9893 -3.5720 3.6139
H -1.9417 -2.0180 5.0610
H -2.9502 -2.1482 3.8283
H -3.1214 0.5035 5.0065
H -1.6722 1.4897 4.7238
H -1.5777 0.1512 5.7944
C -4.7716 -3.8003 -0.3861
O -4.0612 -2.5499 -0.7561
C -4.8986 -1.8616 -1.6322
C -4.2800 -0.5823 -2.1535
N -4.0097 0.4272 -1.0072
C -4.0350 1.8473 -1.2778
C -2.9358 2.3263 -2.3498
O -1.6119 2.0602 -1.9510
C -0.6099 2.7757 -2.7590
H -5.0534 -4.4810 -1.1893
H -5.6540 -3.5332 0.1953
H -4.2129 -4.4928 0.2436
H -5.7883 -1.7282 -1.0169
H -5.3456 -2.3381 -2.5047
H -4.8166 0.0737 -2.8389
H -3.3007 -0.8806 -2.5277
H -4.6336 0.2271 -0.2386
H -3.8441 2.3590 -0.3344
H -4.9823 2.1919 -1.6924
H -3.3712 3.2834 -2.6373
H -3.0576 1.7940 -3.2932
H 0.3137 2.2810 -2.4584
H -0.6556 3.7814 -2.3412
H -0.8243 2.7660 -3.8277
*
```

The calculation puts the LUMO energy at -4.27 eV. As for the gap between HOMO and LUMO: 4.006 eV. The relative energy (zero: lowest compared OMol25 entry of this formula, charge and spin) is 897.18 kJ/mol.

Entry from the Open Molecules 2025 dataset: a 3-piece molecular cluster, C16H30BrINO10P2 overall (ωB97M-V/def2-TZVPD).

```
! wB97M-V def2-TZVPD RIJCOSX def2/J DEFGRID3
* xyz 1 1
C -3.3048 2.0313 -3.6791
C -3.7157 0.5882 -3.9552
O -2.8212 0.0751 -4.9338
C -3.6350 -0.3827 -2.7125
C -2.5669 0.1398 -1.7764
N -1.3158 -0.1855 -2.0961
C -0.2995 0.2669 -1.3613
C -0.4777 1.0412 -0.2718
I 1.1644 1.7278 0.8502
C -1.7818 1.3767 0.1145
C -2.8382 0.9132 -0.6618
C -4.3075 1.2078 -0.3588
C -4.9049 0.0029 0.4048
O -5.8672 -0.6010 0.0533
Br -3.9197 -0.5137 2.0207
H -2.2248 2.1593 -3.5534
H -3.8440 2.4474 -2.8248
H -3.5685 2.6267 -4.5587
H -4.7593 0.5981 -4.2920
H -3.2504 -0.6490 -5.4027
H -3.3421 -1.3707 -3.0823
H -4.5861 -0.5215 -2.2011
H -1.1711 -0.7596 -2.9210
H 0.7024 -0.0273 -1.6826
H -1.9801 2.0080 0.9744
H -4.8765 1.3175 -1.2805
H -4.4222 2.1396 0.2007
C 4.4221 1.4924 -3.0834
O 4.4455 0.3504 -3.9481
P 4.0130 -1.0433 -3.3415
O 2.6646 -1.0856 -2.7644
O 5.1533 -1.4047 -2.2966
C 6.5289 -1.1768 -2.6321
O 4.2627 -2.0187 -4.5560
C 3.9022 -3.3952 -4.3805
H 3.8156 2.2676 -3.5467
H 4.0102 1.2528 -2.1020
H 5.4403 1.8596 -2.9631
H 6.8968 -0.3328 -2.0499
H 6.6644 -0.9688 -3.6929
H 7.0984 -2.0650 -2.3683
H 2.9781 -3.4918 -3.8110
H 4.7070 -3.9237 -3.8696
H 3.7568 -3.8318 -5.3647
C 0.6988 1.3258 8.2208
O 0.7919 1.0282 6.8198
P -0.5349 0.6119 6.0707
O -1.6275 1.5758 6.1258
O -0.9219 -0.8129 6.6658
C 0.0969 -1.7926 6.8956
O 0.0234 0.3032 4.6153
C -0.9430 -0.0408 3.6273
H 1.1171 2.3141 8.3945
H -0.3325 1.3068 8.5735
H 1.2800 0.5883 8.7729
H 0.2504 -1.8944 7.9693
H 1.0408 -1.5239 6.4218
H -0.2441 -2.7449 6.4946
H -1.8496 0.5506 3.7440
H -1.1839 -1.1038 3.6957
H -0.5074 0.1674 2.6507
*
```

The calculation puts the LUMO energy at -4.08 eV. As for the gap between HOMO and LUMO: 8.372 eV.

Entry from the Open Molecules 2025 dataset: a 6-piece molecular cluster, C16H30BrN11O7 overall (ωB97M-V/def2-TZVPD).

```
! wB97M-V def2-TZVPD RIJCOSX def2/J DEFGRID3
* xyz 0 1
C 4.3906 0.4776 1.3249
C 3.4000 1.4986 1.9090
C 2.3754 2.0610 0.8964
Br 2.6952 3.9939 0.6796
C 0.9315 1.7948 1.2697
C -0.0070 2.7715 1.5738
C -1.3261 2.4535 1.9185
C -1.7662 1.1411 1.9683
C -0.8353 0.1646 1.6743
C 0.4742 0.4826 1.3315
C 1.1570 -0.7941 1.0276
O 2.1008 -1.0100 0.3150
N 0.3593 -1.8555 1.5917
C -0.9770 -1.3070 1.6491
O -1.9732 -1.9665 1.5688
H 4.2424 -0.5056 1.7707
H 4.2339 0.3313 0.2582
H 5.4202 0.7642 1.5201
H 3.9652 2.3327 2.3122
H 2.8377 1.0836 2.7455
H 2.5690 1.6792 -0.1026
H 0.2788 3.8087 1.5639
H -2.0179 3.2526 2.1438
H -2.7840 0.8845 2.2265
H 0.6991 -2.2759 2.4458
N 0.1160 2.7993 7.1331
C -0.2400 2.4765 5.8529
N -1.2676 1.5782 5.7359
O 0.3152 2.9525 4.8794
H -0.3306 2.4195 7.9453
H 0.8641 3.4567 7.2474
H -1.5491 1.3284 4.8058
H -1.7442 1.1740 6.5190
N -1.8969 -3.2281 -1.4309
C -1.3039 -2.6121 -2.4907
N -0.2183 -1.8396 -2.1893
O -1.7048 -2.7295 -3.6409
H -1.5821 -3.1237 -0.4835
H -2.6886 -3.8122 -1.6204
H 0.2276 -1.3604 -2.9486
H 0.1476 -1.7365 -1.2624
N 1.8417 -4.6970 0.1646
C 2.4656 -4.9517 -1.0304
N 2.8117 -3.8323 -1.7361
O 2.6954 -6.0798 -1.4238
H 1.6446 -3.7669 0.4872
H 1.5676 -5.4824 0.7226
H 3.2647 -3.9657 -2.6197
H 2.6164 -2.9021 -1.4142
N 1.5776 3.3414 -2.4879
C 0.2854 2.8964 -2.5195
N -0.3086 2.8469 -3.7485
O -0.2942 2.5536 -1.4998
H 2.1008 3.6189 -3.2957
H 1.9963 3.3607 -1.5720
H -1.2523 2.5077 -3.7895
H 0.1521 3.1163 -4.5960
N -4.3939 -1.7402 -4.6512
C -4.7670 -0.5376 -5.1718
N -6.0545 -0.4814 -5.6529
O -4.0272 0.4303 -5.2161
H -5.0083 -2.5301 -4.6170
H -3.4573 -1.8403 -4.2898
H -6.3588 0.3892 -6.0436
H -6.6859 -1.2582 -5.6333
*
```

The calculation puts the LUMO energy at -0.68 eV. As for the gap between HOMO and LUMO: 8.711 eV. As for the structure (SMILES): CC[C@H](Br)c1cccc2c1C(=O)NC2=O.NC(N)=O.NC(N)=O.NC(N)=O.NC(N)=O.NC(N)=O.

Entry from the Open Molecules 2025 dataset: C16H30F12K2N2O14S4 as an isolated structure (ωB97M-V/def2-TZVPD).

```
! wB97M-V def2-TZVPD RIJCOSX def2/J DEFGRID3
* xyz 0 1
K 1.7453 5.8193 -1.9418
K -0.6731 1.1295 1.0946
C 3.2044 2.8486 1.8483
F 1.9933 3.3200 2.2083
F 4.0216 3.8739 1.7156
F 3.6254 1.9373 2.7549
S 2.8987 2.1093 0.0662
O 2.1964 3.1960 -0.6460
O 4.2050 1.7723 -0.4401
N 1.8210 0.7120 0.3880
S 2.7178 -0.5388 0.1163
O 2.9881 -0.7532 -1.3018
O 3.8719 -0.7494 1.0528
C 1.4461 -1.8934 0.5595
F 1.0244 -1.6418 1.7570
F 0.3359 -1.8492 -0.2723
F 2.0225 -3.1284 0.4644
C -1.6912 6.9376 -1.5470
F -1.3168 7.8296 -2.4710
F -3.0961 6.7966 -1.6846
F -1.1839 5.7012 -1.7083
S -1.1608 7.4706 0.2947
O -1.6077 8.7993 0.6303
O -1.6259 6.3828 1.2042
N 0.5704 7.3198 0.0154
S 0.9979 7.3642 1.4985
O 0.7252 8.6060 2.1567
O 0.7930 6.1683 2.3241
C 2.8884 7.4612 1.2006
F 3.1388 8.5391 0.4274
F 3.5546 7.4530 2.4154
F 3.2252 6.3141 0.6690
C 0.2981 0.7456 -2.5736
O -0.8840 1.2222 -1.8924
C -2.1130 0.5032 -2.1164
C -3.3125 1.2804 -1.5620
O -3.1224 1.2850 -0.1389
C -4.3534 1.6008 0.4838
H 0.4383 -0.2898 -2.2632
H 1.2851 1.1777 -2.4086
H 0.1065 0.7523 -3.6466
H -2.1692 -0.5155 -1.7329
H -2.3451 0.1380 -3.1168
H -4.1759 0.7642 -1.9818
H -3.2503 2.3046 -1.9298
H -4.2225 1.4237 1.5513
H -5.2726 1.0306 0.3495
H -4.6421 2.6496 0.4148
C 3.8629 -3.9185 -2.5939
O 2.7945 -4.0703 -3.5163
C 1.7493 -3.0776 -3.2840
C 0.4617 -3.6446 -3.9088
O 0.5100 -3.7698 -5.3516
C -0.6039 -4.2070 -6.0969
H 4.1470 -4.9217 -2.2761
H 3.7235 -3.1790 -1.8053
H 4.7405 -3.5974 -3.1549
H 2.0269 -2.0957 -3.6674
H 1.5223 -2.8247 -2.2484
H -0.4127 -3.0316 -3.6904
H 0.3844 -4.6207 -3.4298
H -0.3726 -4.1915 -7.1620
H -1.5597 -3.7273 -5.8860
H -0.7507 -5.2381 -5.7753
C -3.0214 -3.6277 6.5775
O -2.1129 -4.5357 5.8236
C -2.7335 -5.4470 4.9132
C -1.5237 -6.0802 4.1558
O -0.9261 -5.0816 3.2627
C 0.1218 -5.5190 2.3647
H -2.4438 -3.1183 7.3488
H -3.9721 -4.0883 6.8462
H -3.2886 -2.8366 5.8769
H -3.3294 -4.8587 4.2155
H -3.5010 -6.0654 5.3786
H -1.8897 -6.9248 3.5720
H -0.7396 -6.4179 4.8334
H -0.2552 -5.5944 1.3447
H 0.6648 -6.3972 2.7139
H 0.8064 -4.6714 2.3338
*
```

The calculation puts the LUMO energy at -0.89 eV. As for the gap between HOMO and LUMO: 8.453 eV.

Q: The highest gap between HOMO and LUMO belongs to which entry?
A: C16H29N3O2

Please write out number 4 again, unchanged.
Entry from the Open Molecules 2025 dataset: a 3-piece molecular cluster, C16H30BrINO10P2 overall (ωB97M-V/def2-TZVPD).

```
! wB97M-V def2-TZVPD RIJCOSX def2/J DEFGRID3
* xyz 1 1
C -3.3048 2.0313 -3.6791
C -3.7157 0.5882 -3.9552
O -2.8212 0.0751 -4.9338
C -3.6350 -0.3827 -2.7125
C -2.5669 0.1398 -1.7764
N -1.3158 -0.1855 -2.0961
C -0.2995 0.2669 -1.3613
C -0.4777 1.0412 -0.2718
I 1.1644 1.7278 0.8502
C -1.7818 1.3767 0.1145
C -2.8382 0.9132 -0.6618
C -4.3075 1.2078 -0.3588
C -4.9049 0.0029 0.4048
O -5.8672 -0.6010 0.0533
Br -3.9197 -0.5137 2.0207
H -2.2248 2.1593 -3.5534
H -3.8440 2.4474 -2.8248
H -3.5685 2.6267 -4.5587
H -4.7593 0.5981 -4.2920
H -3.2504 -0.6490 -5.4027
H -3.3421 -1.3707 -3.0823
H -4.5861 -0.5215 -2.2011
H -1.1711 -0.7596 -2.9210
H 0.7024 -0.0273 -1.6826
H -1.9801 2.0080 0.9744
H -4.8765 1.3175 -1.2805
H -4.4222 2.1396 0.2007
C 4.4221 1.4924 -3.0834
O 4.4455 0.3504 -3.9481
P 4.0130 -1.0433 -3.3415
O 2.6646 -1.0856 -2.7644
O 5.1533 -1.4047 -2.2966
C 6.5289 -1.1768 -2.6321
O 4.2627 -2.0187 -4.5560
C 3.9022 -3.3952 -4.3805
H 3.8156 2.2676 -3.5467
H 4.0102 1.2528 -2.1020
H 5.4403 1.8596 -2.9631
H 6.8968 -0.3328 -2.0499
H 6.6644 -0.9688 -3.6929
H 7.0984 -2.0650 -2.3683
H 2.9781 -3.4918 -3.8110
H 4.7070 -3.9237 -3.8696
H 3.7568 -3.8318 -5.3647
C 0.6988 1.3258 8.2208
O 0.7919 1.0282 6.8198
P -0.5349 0.6119 6.0707
O -1.6275 1.5758 6.1258
O -0.9219 -0.8129 6.6658
C 0.0969 -1.7926 6.8956
O 0.0234 0.3032 4.6153
C -0.9430 -0.0408 3.6273
H 1.1171 2.3141 8.3945
H -0.3325 1.3068 8.5735
H 1.2800 0.5883 8.7729
H 0.2504 -1.8944 7.9693
H 1.0408 -1.5239 6.4218
H -0.2441 -2.7449 6.4946
H -1.8496 0.5506 3.7440
H -1.1839 -1.1038 3.6957
H -0.5074 0.1674 2.6507
*
```

The calculation puts the LUMO energy at -4.08 eV. As for the gap between HOMO and LUMO: 8.372 eV.

Q: Which value of gap between HOMO and LUMO does entry 6 give?
A: 8.453 eV

Q: Look up the gap between HOMO and LUMO of the sixth one.
A: 8.453 eV